DFT (ωB97M-V/def2-TZVPD) results for a cluster of 7 separate species, C26H48N4O13 in total.

- energy relative to the best compared isomer or geometry (same formula, charge and spin) (eV) = 0.473
- Kohn-Sham gap (eV) = 7.4
- E_HOMO (eV) = -8.897

Positions of all 91 atoms, in Å:
N  9.0933  -23.6832  -10.3003
H  10.0777  -23.8238  -10.0149
H  8.8708  -24.4831  -10.9493
H  9.0413  -22.7594  -10.7906
H  8.3847  -23.6462  -9.5546
C  8.9749  -20.0328  -13.0369
C  9.0504  -21.2283  -12.1197
O  9.9701  -22.0555  -12.3441
O  8.2573  -21.3098  -11.1505
H  8.9718  -20.3464  -14.0828
H  9.7838  -19.3320  -12.8224
H  8.0905  -19.3941  -12.9735
C  7.5560  -27.6427  -13.2046
C  8.2327  -26.8243  -12.1050
C  9.5913  -27.3302  -11.6991
O  10.2001  -26.5700  -10.6693
C  11.2485  -27.2590  -10.0432
N  8.2845  -25.3733  -12.5073
H  6.4838  -27.4803  -13.2995
H  7.4633  -28.6640  -12.7870
H  8.1791  -27.6072  -14.0920
H  7.5887  -26.7919  -11.2217
H  10.3139  -27.4565  -12.5192
H  9.4380  -28.3577  -11.3318
H  11.5174  -26.8652  -9.0635
H  12.1808  -27.2711  -10.6297
H  11.0301  -28.3290  -9.9047
H  9.1040  -25.3071  -13.1256
H  7.5365  -25.1071  -13.1407
C  7.1982  -27.6771  -7.2832
C  7.4214  -26.4087  -8.1113
C  6.7364  -25.2301  -7.4530
O  6.7140  -24.1407  -8.3269
C  5.9673  -23.0733  -7.8210
N  8.8263  -26.0218  -8.2629
H  7.3056  -27.4858  -6.2093
H  7.9583  -28.4068  -7.5634
H  6.1938  -28.0890  -7.3874
H  7.0417  -26.6138  -9.1122
H  7.3069  -24.9539  -6.5485
H  5.7892  -25.4870  -6.9536
H  4.9144  -23.1887  -8.0793
H  6.3065  -22.1005  -8.1774
H  6.0768  -22.9852  -6.7336
H  9.3607  -26.5113  -9.0111
H  9.2612  -26.2308  -7.3636
C  12.3409  -20.5528  -3.9541
C  12.8574  -21.9795  -3.9437
C  12.9874  -22.5828  -5.3372
O  11.7954  -22.6976  -6.0807
C  11.9306  -22.9771  -7.4325
N  14.2032  -22.0156  -3.3228
H  12.5454  -19.9350  -3.0809
H  11.2512  -20.6589  -4.0023
H  12.6442  -19.9484  -4.8109
H  12.2144  -22.6492  -3.3630
H  13.3482  -23.6160  -5.2386
H  13.7103  -22.0044  -5.9289
H  12.6812  -23.7696  -7.5724
H  12.1298  -22.1257  -8.0915
H  11.0056  -23.3887  -7.8437
H  14.7651  -21.2779  -3.7585
H  14.7170  -22.8431  -3.6439
C  9.3097  -16.7660  -8.6200
C  9.9073  -16.4627  -7.4730
C  10.5546  -17.5182  -6.6156
O  10.9618  -17.2566  -5.5180
C  10.6580  -18.8403  -7.2082
C  10.0380  -19.1386  -8.3543
C  9.2786  -18.1208  -9.1806
O  8.7854  -18.3082  -10.2495
O  10.0123  -20.3983  -8.7933
O  9.9776  -15.2419  -6.9420
H  8.8678  -15.9588  -9.1907
H  11.0743  -19.6106  -6.5696
H  9.5879  -20.4305  -9.6798
H  10.4869  -15.3559  -6.1082
C  14.0787  -24.3292  -10.4922
C  14.9757  -25.1546  -11.0412
C  14.8329  -25.6350  -12.4617
O  15.6477  -26.3701  -13.0156
C  13.6035  -25.2147  -13.1289
C  12.6208  -24.5474  -12.4964
C  12.7544  -24.1141  -11.0533
O  11.8373  -23.6549  -10.4513
O  11.5293  -24.1707  -13.1578
O  16.1178  -25.4504  -10.4159
H  14.3047  -24.0214  -9.4741
H  13.5252  -25.4072  -14.1899
H  11.0000  -23.4849  -12.6672
H  16.5311  -26.1979  -10.8855